# 1
ORCA calculation (ωB97M-V with the def2-TZVPD basis set) on 2 unconnected molecules or ions with the total composition C4H9BrNO in a non-equilibrium geometry.

The charge is +1. The value obtained for the gap between HOMO and LUMO (alpha / beta) is 7.49 / 9.02 eV. As for the LUMO energy (alpha / beta): -0.175 / -0.160 hartree. The energy above the lowest of the compared OMol25 structures with the same formula, charge and spin comes out at 364.3 kJ/mol. The largest force on an atom comes out at 4.421 eV/A. The value obtained for the HOMO energy (alpha / beta) is -12.261 / -13.374 eV.

Structure (XYZ):
```
16
Properties=species:S:1:pos:R:3:lowdin_charge:R:1
C 3.49 0.62 -0.11 -0.77
C -0.39 -0.39 -1.20 0.03
C -0.49 0.96 0.91 -0.05
C 1.27 -0.70 0.61 0.02
N 0.33 0.23 0.00 -0.29
O 3.11 1.70 -0.39 0.05
Br 4.86 -0.48 -0.17 0.96
H -1.05 -1.10 -0.80 0.09
H -1.03 0.38 -1.63 0.11
H 0.01 -0.99 -1.96 0.09
H -1.18 1.70 0.42 0.13
H -1.07 0.36 1.69 0.14
H 0.25 1.52 1.55 0.13
H 1.07 -0.74 1.72 0.10
H 1.53 -1.66 -0.02 0.12
H 0.87 1.03 -0.35 0.14
```

=====

# 2
ORCA calculation (ωB97M-V with the def2-TZVPD basis set) on 2 unconnected molecules or ions with the total composition C4H11BrO in a non-equilibrium geometry.

The charge is 0. The SMILES is CCBr.CCO. The value obtained for the gap between HOMO and LUMO is 11.13 eV. As for the LUMO energy: 0.032 hartree. The energy above the lowest of the compared OMol25 structures with the same formula, charge and spin comes out at 0.0 kJ/mol. The largest force on an atom comes out at 1.004 eV/A. The value obtained for the HOMO energy is -10.272 eV.

Structure (XYZ):
```
17
Properties=species:S:1:pos:R:3:lowdin_charge:R:1
C 0.49 2.00 1.69 -0.20
C 1.53 1.20 0.94 -0.67
Br 1.81 -0.54 1.76 0.63
H 0.35 2.98 1.20 0.08
H 0.80 2.17 2.74 0.07
H -0.48 1.47 1.70 0.07
H 1.24 1.00 -0.10 0.05
H 2.52 1.69 0.93 0.06
C -0.34 -1.26 -1.92 -0.10
C -1.53 -1.53 -1.02 -0.33
O -1.51 -0.75 0.17 -0.12
H -0.30 -0.19 -2.18 0.08
H -0.43 -1.85 -2.85 0.08
H 0.60 -1.54 -1.42 0.07
H -2.48 -1.25 -1.53 0.12
H -1.59 -2.61 -0.77 0.11
H -0.69 -0.98 0.66 0.02
```

=====

# 3
ORCA calculation (ωB97M-V with the def2-TZVPD basis set) on a single C20H17NO4S molecule in a non-equilibrium geometry.

The charge is 0. The SMILES is C[C@H]1C=CCc2c1c(O)n(-c1ccccc1OC(=O)c1cccs1)c2O. The value obtained for the gap between HOMO and LUMO is 7.02 eV. As for the LUMO energy: -0.002 hartree. The energy above the lowest of the compared OMol25 structures with the same formula, charge and spin comes out at 463.5 kJ/mol. The largest force on an atom comes out at 5.363 eV/A. The value obtained for the HOMO energy is -7.085 eV.

Structure (XYZ):
```
43
Properties=species:S:1:pos:R:3:lowdin_charge:R:1
C -1.64 2.73 0.44 -0.08
C -2.76 1.83 0.01 -0.28
C -3.55 2.48 -1.08 -0.03
C -3.25 2.42 -2.48 -0.06
C -2.06 1.72 -2.99 -0.15
C -1.57 0.72 -2.04 -0.11
C -1.89 0.73 -0.62 -0.11
C -1.34 -0.35 0.01 -0.27
O -1.31 -0.52 1.31 0.11
N -0.57 -1.10 -0.96 0.10
C 0.30 -2.17 -0.67 -0.05
C 0.31 -3.20 -1.71 0.00
C 1.06 -4.36 -1.60 -0.06
C 1.99 -4.49 -0.51 -0.05
C 2.00 -3.55 0.53 -0.01
C 1.17 -2.39 0.49 -0.16
O 1.20 -1.35 1.39 0.02
C 2.52 -1.04 1.93 -0.38
O 3.46 -1.75 2.04 0.13
C 2.66 0.21 2.72 -0.42
C 1.91 1.35 2.50 -0.09
C 2.28 2.52 3.28 -0.16
C 3.25 2.14 4.06 -0.42
S 3.67 0.44 4.17 1.05
C -0.80 -0.38 -2.12 -0.27
O -0.23 -0.74 -3.34 0.06
H -0.91 3.06 -0.31 0.10
H -1.05 2.22 1.13 0.04
H -2.02 3.69 0.86 0.09
H -3.30 1.33 0.82 0.15
H -4.49 2.97 -0.94 0.08
H -3.96 3.04 -3.11 0.11
H -2.29 1.21 -3.88 0.11
H -1.19 2.38 -3.06 0.14
H -0.77 -1.31 1.51 0.11
H -0.33 -3.14 -2.55 0.10
H 0.89 -5.08 -2.34 0.08
H 2.57 -5.39 -0.43 0.10
H 2.60 -3.91 1.31 0.10
H 1.36 1.44 1.56 0.12
H 1.81 3.46 3.11 0.11
H 3.58 2.88 4.76 0.07
H 0.70 -0.78 -3.19 0.09
```

=====

# 4
ORCA calculation (ωB97M-V with the def2-TZVPD basis set) on 7 unconnected molecules or ions with the total composition C14H43BrN3O6 in a non-equilibrium geometry.

The charge is -1. The value obtained for the gap between HOMO and LUMO is 8.82 eV. As for the LUMO energy: 0.106 hartree. The largest force on an atom comes out at 1.629 eV/A. The value obtained for the HOMO energy is -5.930 eV.

Structure (XYZ):
```
67
Properties=species:S:1:pos:R:3:lowdin_charge:R:1
Br 0.40 1.29 0.19 0.09
C -1.73 -1.50 3.96 -0.09
C -1.18 -0.22 3.41 -0.36
O 0.18 -0.40 3.08 -0.14
H -2.79 -1.38 4.22 0.06
H -1.19 -1.73 4.88 0.07
H -1.71 -2.32 3.23 0.07
H -1.36 0.59 4.13 0.11
H -1.72 0.10 2.51 0.08
H 0.45 0.28 2.44 -0.05
C 5.68 -1.23 1.63 -0.07
C 4.62 -0.59 0.72 -0.44
C 3.51 -1.58 0.38 -0.23
O 3.90 -2.66 -0.44 -0.18
C 2.87 -3.61 -0.52 -0.12
N 4.03 0.53 1.44 0.04
H 5.28 -1.32 2.63 0.07
H 6.59 -0.62 1.65 0.07
H 5.99 -2.20 1.25 0.07
H 5.12 -0.22 -0.18 0.14
H 2.68 -1.03 -0.08 0.09
H 3.12 -1.98 1.34 0.13
H 1.94 -3.08 -0.75 0.07
H 2.67 -4.14 0.42 0.09
H 3.10 -4.35 -1.27 0.08
H 3.11 0.74 1.05 -0.01
H 3.81 0.21 2.38 0.06
C 1.74 -1.19 -3.51 -0.06
C 0.48 -0.44 -3.97 -0.43
C -0.76 -1.19 -3.50 -0.20
O -0.86 -2.49 -4.05 -0.19
C -1.24 -2.56 -5.39 -0.13
N 0.42 0.89 -3.31 0.02
H 1.68 -2.22 -3.88 0.08
H 1.85 -1.31 -2.43 0.06
H 2.67 -0.71 -3.82 0.08
H 0.47 -0.31 -5.05 0.12
H -1.67 -0.63 -3.74 0.12
H -0.72 -1.28 -2.42 0.11
H -1.22 -3.58 -5.77 0.08
H -0.54 -2.01 -6.03 0.08
H -2.26 -2.18 -5.50 0.09
H 1.23 1.42 -3.62 0.07
H 0.60 0.74 -2.31 -0.07
C -2.88 3.54 -0.59 -0.07
C -3.12 3.48 0.92 -0.42
C -3.77 2.16 1.31 -0.21
O -4.37 2.31 2.58 -0.19
C -4.87 1.08 3.05 -0.11
N -1.84 3.71 1.59 0.02
H -3.83 3.47 -1.13 0.07
H -2.17 2.80 -0.96 0.06
H -2.39 4.48 -0.85 0.07
H -3.77 4.32 1.19 0.13
H -3.02 1.36 1.33 0.11
H -4.53 1.84 0.58 0.12
H -5.41 1.21 3.99 0.08
H -4.03 0.41 3.25 0.06
H -5.55 0.66 2.31 0.09
H -1.98 3.59 2.59 0.08
H -1.18 2.95 1.42 -0.03
O -0.60 -2.07 0.50 -0.10
H -0.73 -1.36 -0.14 -0.03
H -0.19 -1.62 1.26 -0.01
O 0.54 4.65 -0.07 -0.15
H -0.20 4.79 0.54 -0.02
H 0.67 3.68 -0.06 -0.12
```

=====

# 5
ORCA calculation (ωB97M-V with the def2-TZVPD basis set) on a single C3H8N2OS molecule in a non-equilibrium geometry.

The charge is 0. The SMILES is NC(=O)NCCS. The value obtained for the gap between HOMO and LUMO is 9.92 eV. As for the LUMO energy: 0.022 hartree. The energy above the lowest of the compared OMol25 structures with the same formula, charge and spin comes out at 22.2 kJ/mol. The largest force on an atom comes out at 2.065 eV/A. The value obtained for the HOMO energy is -9.317 eV.

Structure (XYZ):
```
15
Properties=species:S:1:pos:R:3:lowdin_charge:R:1
N 0.45 0.12 1.84 0.15
C 0.76 1.27 1.13 -0.62
O 1.63 2.03 1.49 0.05
N 0.18 1.36 -0.11 0.05
C -0.57 0.38 -0.85 -0.27
C 0.18 -0.96 -1.03 -0.57
S -0.87 -2.24 -1.77 0.70
H 0.58 0.23 2.84 0.11
H -0.40 -0.38 1.66 0.08
H 0.43 2.23 -0.54 0.14
H -0.91 0.73 -1.82 0.12
H -1.46 0.05 -0.30 0.10
H 0.56 -1.34 -0.09 0.05
H 1.00 -0.84 -1.74 0.07
H -1.58 -2.64 -0.71 -0.15
```

=====

# 6
ORCA calculation (ωB97M-V with the def2-TZVPD basis set) on a molecular structure, C25H31N6O3Sn in a non-equilibrium geometry.

The charge is +1. The value obtained for the gap between HOMO and LUMO is 2.33 eV. As for the LUMO energy: -0.264 hartree. The energy above the lowest of the compared OMol25 structures with the same formula, charge and spin comes out at 0.0 kJ/mol. The largest force on an atom comes out at 3.178 eV/A. The value obtained for the HOMO energy is -9.511 eV.

Structure (XYZ):
```
66
Properties=species:S:1:pos:R:3:lowdin_charge:R:1
Sn 1.24 -31.79 -21.91 1.63
O -2.02 -33.53 -24.90 0.11
C -1.10 -32.98 -24.09 -0.76
O -0.33 -33.70 -23.41 -0.11
O -1.02 -31.73 -23.91 -0.13
H -1.78 -34.47 -24.77 0.08
N 0.16 -31.30 -27.96 0.02
C -0.31 -30.45 -27.01 -0.13
C 0.26 -29.21 -27.23 -0.11
C 1.15 -29.36 -28.32 -0.10
C 0.90 -30.61 -28.89 -0.11
H -0.18 -32.25 -28.04 0.08
H -1.01 -30.84 -26.28 0.08
H 0.08 -28.30 -26.67 0.07
H 1.76 -28.56 -28.72 0.09
H 1.21 -31.07 -29.80 0.11
N -1.90 -33.78 -29.23 0.04
C -1.62 -34.13 -27.94 -0.15
C -0.28 -34.52 -27.87 -0.12
C 0.27 -34.21 -29.10 -0.14
C -0.73 -33.80 -29.95 -0.12
H -2.80 -33.47 -29.55 0.16
H -2.44 -34.12 -27.25 0.08
H 0.22 -34.84 -26.97 0.09
H 1.33 -34.32 -29.27 0.10
H -0.83 -33.72 -31.02 0.12
N 3.21 -34.72 -22.53 0.04
C 2.13 -35.23 -21.82 -0.14
C 2.27 -34.90 -20.51 -0.11
C 3.39 -34.05 -20.41 -0.15
C 3.99 -33.97 -21.68 -0.14
H 3.36 -34.98 -23.50 0.17
H 1.41 -35.84 -22.33 0.12
H 1.60 -35.23 -19.73 0.12
H 3.77 -33.66 -19.48 0.11
H 4.94 -33.55 -21.94 0.12
N -2.70 -29.45 -23.86 0.00
C -2.31 -28.28 -24.44 -0.15
C -3.32 -27.30 -24.29 -0.08
C -4.35 -27.97 -23.60 -0.12
C -3.89 -29.23 -23.23 -0.15
H -2.13 -30.29 -23.81 0.08
H -1.35 -28.19 -24.92 0.08
H -3.40 -26.31 -24.71 0.09
H -5.31 -27.61 -23.26 0.09
H -4.40 -29.96 -22.62 0.10
N -2.84 -36.47 -23.89 0.03
C -1.52 -36.67 -24.07 -0.17
C -1.26 -36.81 -25.42 -0.13
C -2.47 -36.77 -26.13 -0.08
C -3.39 -36.46 -25.13 -0.15
H -3.37 -36.39 -23.04 0.16
H -0.97 -36.75 -23.14 0.11
H -0.35 -37.12 -25.91 0.10
H -2.60 -36.92 -27.19 0.11
H -4.43 -36.27 -25.34 0.11
N -4.09 -32.04 -26.36 0.01
C -4.55 -30.78 -26.60 -0.13
C -5.82 -30.87 -27.08 -0.10
C -6.11 -32.24 -27.24 -0.12
C -5.03 -32.95 -26.79 -0.15
H -3.23 -32.22 -25.88 0.09
H -3.97 -29.96 -26.18 0.10
H -6.52 -30.07 -27.26 0.10
H -7.05 -32.68 -27.52 0.09
H -4.88 -34.00 -26.60 0.09
```

=====

# 7
ORCA calculation (ωB97M-V with the def2-TZVPD basis set) on a molecular structure, C4H7N2P in a non-equilibrium geometry.

The charge is 0. The value obtained for the gap between HOMO and LUMO is 7.87 eV. As for the LUMO energy: -0.019 hartree. The energy above the lowest of the compared OMol25 structures with the same formula, charge and spin comes out at 211.7 kJ/mol. The largest force on an atom comes out at 3.669 eV/A. The value obtained for the HOMO energy is -8.385 eV.

Structure (XYZ):
```
14
Properties=species:S:1:pos:R:3:lowdin_charge:R:1
C -0.29 1.65 0.22 -0.34
C 1.28 0.28 -1.11 -0.11
C -0.12 -0.82 1.13 -0.21
C 0.79 0.74 0.24 -0.27
N -1.23 2.32 0.23 0.14
N -1.30 -1.22 0.58 -0.41
P -2.11 -0.74 -0.66 0.87
H 0.45 -0.13 -1.69 0.04
H 2.04 -0.48 -0.99 0.08
H 1.70 1.12 -1.66 0.08
H -0.25 -0.46 2.15 0.09
H 0.65 -1.58 1.05 0.09
H 1.56 0.99 0.96 0.11
H -3.17 -1.67 -0.45 -0.14
```

=====

# 8
ORCA calculation (ωB97M-V with the def2-TZVPD basis set) on 7 unconnected molecules or ions with the total composition C13H25F3O13 in a non-equilibrium geometry.

The charge is 0. The SMILES is O=C1OC[C@@H](F)O1.O=C1OC[C@@H](F)O1.O=C1OC[C@@H](F)O1.CO.CO.CO.CO. The value obtained for the gap between HOMO and LUMO is 10.27 eV. As for the LUMO energy: 0.006 hartree. The energy above the lowest of the compared OMol25 structures with the same formula, charge and spin comes out at 0.0 kJ/mol. The largest force on an atom comes out at 5.171 eV/A. The value obtained for the HOMO energy is -10.096 eV.

Structure (XYZ):
```
54
Properties=species:S:1:pos:R:3:lowdin_charge:R:1
O 3.88 2.69 0.54 0.12
C 3.21 3.66 0.16 -0.55
O 2.88 4.68 0.90 0.10
C 2.22 5.65 0.11 -0.04
C 2.01 4.95 -1.20 -0.39
F 2.54 5.65 -2.14 0.13
O 2.80 3.81 -1.11 0.16
H 1.34 6.01 0.65 0.15
H 2.89 6.47 -0.13 0.15
H 0.94 4.76 -1.26 0.18
O -1.96 1.41 1.13 0.14
C -2.73 0.68 1.74 -0.47
O -2.40 -0.34 2.53 0.11
C -3.53 -1.03 2.81 -0.16
C -4.62 -0.09 2.73 -0.33
F -4.65 0.51 3.93 0.08
O -4.10 0.83 1.83 0.15
H -3.73 -1.82 2.10 0.14
H -3.47 -1.63 3.72 0.16
H -5.63 -0.46 2.55 0.18
O 1.69 -6.84 0.39 0.11
C 1.35 -5.65 0.15 -0.49
O 0.92 -4.74 1.06 0.07
C 0.79 -3.53 0.43 -0.10
C 0.60 -3.94 -1.02 -0.28
F 1.08 -2.94 -1.82 0.07
O 1.49 -5.05 -1.03 0.15
H 0.08 -2.84 0.89 0.14
H 1.80 -3.15 0.49 0.15
H -0.42 -4.18 -1.31 0.16
C 0.48 -0.99 -4.77 -0.15
O 1.49 -0.10 -5.29 -0.12
H 0.29 -0.71 -3.74 0.05
H -0.42 -0.96 -5.38 0.08
H 0.71 -2.05 -4.77 0.07
H 2.19 0.01 -4.64 0.07
C 0.93 0.77 -0.62 -0.10
O 0.51 -0.44 0.04 -0.14
H 1.87 1.05 -0.14 0.07
H 0.84 0.59 -1.69 0.08
H 0.32 1.64 -0.38 0.07
H 0.22 -0.18 0.92 0.05
C 1.28 1.60 2.96 -0.13
O 1.74 0.26 3.17 -0.12
H 0.27 1.63 2.55 0.06
H 1.38 2.06 3.94 0.08
H 1.92 2.21 2.32 0.06
H 1.47 0.00 4.06 0.07
C -2.77 -1.85 -1.45 -0.19
O -1.89 -0.83 -1.58 -0.10
H -3.52 -1.87 -2.24 0.09
H -2.30 -2.83 -1.53 0.07
H -3.21 -1.64 -0.47 0.07
H -1.07 -0.94 -1.09 0.04
```